ORCA calculation (ωB97M-V with the def2-TZVPD basis set) on one molecule with the formula C20H27N5O3S.

HOMO ... -0.2972 hartree
Largest force on an atom ... 0.76 eV/Å
SMILES ... CSCC[C@H](NC(=O)N1CCn2c1nc1ccccc12)C(=O)NC[C@@H]1CCCO1
HOMO-LUMO gap ... 8.54 eV
Total charge ... 0
Energy above the lowest of the compared OMol25 structures with the same formula, charge and spin ... 0.0 kcal per mole

CARTESIAN COORDINATES (ANGSTROEM)
S1 2.2297 3.1523 1.6909
O1 4.2336 -0.1653 0.3835
O2 2.0623 0.5051 -2.8666
O3 0.0588 -1.0190 0.9299
N1 -4.4005 -0.7970 0.8937
N2 -2.1709 -0.8025 0.7232
N3 1.8945 -0.8396 -1.0636
N4 -3.6214 0.5013 -0.7660
N5 -0.8271 0.2907 -0.7532
C1 -6.8708 -0.3590 0.5529
C2 -5.5157 -0.2476 0.3078
C3 4.3460 -0.6631 -0.9358
C4 0.8147 2.1606 -0.4668
C5 0.2962 1.0016 -1.3467
C6 5.6484 -1.4676 -0.9366
C7 -5.0050 0.5690 -0.7370
C8 1.5027 0.1793 -1.8355
C9 -3.3323 -0.3097 0.2088
C10 5.6721 -2.0644 0.4757
C11 -4.0195 -1.6845 1.9581
C12 -7.2287 1.1666 -1.2950
C13 -7.7185 0.3632 -0.2678
C14 4.7373 -1.1406 1.2800
C15 -5.8747 1.2831 -1.5459
C16 1.4655 1.7329 0.8399
C17 3.1326 -1.5338 -1.3270
C18 -2.4752 -1.6885 1.8452
C19 -0.8738 -0.5140 0.3217
C20 3.7947 3.2297 0.7754
H1 -0.0178 2.8346 -0.2485
H2 6.6771 -2.0762 0.8920
H3 3.1977 -1.7485 -2.3972
H4 6.4935 -0.7951 -1.0817
H5 2.2598 1.0043 0.6874
H6 -7.2491 -0.9816 1.3495
H7 5.2930 -3.0857 0.4746
H8 0.7354 1.3315 1.5398
H9 -4.3580 -1.3041 2.9270
H10 -7.9286 1.7118 -1.9102
H11 1.4238 -0.9952 -0.1730
H12 4.3692 0.2066 -1.5980
H13 1.5421 2.7088 -1.0698
H14 4.4369 3.9243 1.3064
H15 4.2364 2.2374 0.7575
H16 -0.1073 1.4586 -2.2569
H17 3.9063 -1.7014 1.7259
H18 3.6175 3.5897 -0.2344
H19 5.2577 -0.6035 2.0770
H20 -4.4428 -2.6828 1.8071
H21 3.1278 -2.4657 -0.7613
H22 -8.7844 0.3027 -0.1079
H23 -1.9910 -1.3100 2.7494
H24 -5.4962 1.9046 -2.3410
H25 5.6623 -2.2245 -1.7169
H26 -1.7399 0.6056 -1.0799
H27 -2.0764 -2.6855 1.6402

ORCA calculation (ωB97M-V with the def2-TZVPD basis set) on C4H5BeLiO3 as an isolated structure in a non-equilibrium geometry.

HOMO (spin up / spin down) ... -0.4862 / -0.4992 hartree
Largest force on an atom ... 4.45 eV/Å
Multiplicity ... 2
Expectation value of S² ... 0.758
HOMO-LUMO gap (spin up / spin down) ... 8.05 / 8.39 eV
Total charge ... +1

CARTESIAN COORDINATES (ANGSTROEM)
O1 2.3983 0.1072 -0.5827
O2 -2.0763 -1.4279 -0.6176
O3 -1.5755 -0.1499 -0.9984
C1 -1.4246 0.6767 -0.0101
C2 1.1648 -1.3632 0.7862
C3 2.1847 -1.0629 -0.0591
C4 -0.7559 1.8924 0.0165
Be1 1.0817 1.3167 -0.4566
Li1 -0.5213 -2.3749 -0.3446
H1 2.8284 -1.8727 -0.4418
H2 -2.0271 0.3809 0.8589
H3 0.6756 -1.0644 1.7149
H4 -1.3804 2.4439 -0.7752
H5 -0.5724 2.4980 0.9097

ORCA calculation (ωB97M-V with the def2-TZVPD basis set) on a 2-piece molecular cluster, C5H13OPS overall in a non-equilibrium geometry.

HOMO (spin up / spin down) ... -0.3199 / -0.2674 hartree
Largest force on an atom ... 6.68 eV/Å
HOMO-LUMO gap (spin up / spin down) ... 8.57 / 5.81 eV
Total charge ... 0
Energy above the lowest of the compared OMol25 structures with the same formula, charge and spin ... 78.1 kcal per mole

CARTESIAN COORDINATES (ANGSTROEM)
S1 1.5611 2.6012 -1.0161
P1 -0.7944 0.0998 -1.5442
O1 -1.7755 1.3829 -1.2580
C1 -0.1918 -2.2140 -0.2785
C2 -2.5886 -1.4498 -0.1645
C3 -0.7519 -0.3538 1.2787
C4 -1.0989 -1.0400 -0.0985
C5 3.2728 3.0946 -0.8261
H1 -1.5620 0.2435 1.6924
H2 0.9016 -1.8364 -0.4266
H3 -0.4852 -2.7969 -1.1914
H4 -3.4798 -0.7384 0.1389
H5 -0.3756 -2.9201 0.6498
H6 -2.7135 -2.2351 0.4908
H7 3.5434 2.6351 0.1325
H8 -2.0792 1.3584 -0.3056
H9 -0.5616 -1.0232 2.2359
H10 -2.7075 -1.9516 -1.2023
H11 3.1531 4.0783 -0.8475
H12 3.9311 2.5912 -1.6374
H13 0.0859 0.2523 1.1927

ORCA calculation (ωB97M-V with the def2-TZVPD basis set) on an isolated ion of composition C7H11N2 and charge +1 in a non-equilibrium geometry.

HOMO ... -0.4818 hartree
Largest force on an atom ... 5.75 eV/Å
SMILES ... C[NH2+][C@H]1[C@@H]2C=CC=N[C@@H]21
HOMO-LUMO gap ... 9.74 eV
Total charge ... +1
Energy above the lowest of the compared OMol25 structures with the same formula, charge and spin ... 98.4 kcal per mole

CARTESIAN COORDINATES (ANGSTROEM)
N1 2.0148 -1.4391 0.0417
N2 -1.7433 -0.7565 0.0537
C1 0.7931 -1.0934 0.6243
C2 0.3494 0.4154 0.8434
C3 1.2915 1.4375 0.4118
C4 -2.8341 0.2389 -0.3904
C5 2.3116 0.9667 -0.3241
C6 -0.3200 -0.4857 -0.1926
C7 2.5496 -0.4521 -0.5871
H1 0.0241 -0.3495 -1.1464
H2 -1.7977 -1.6475 -0.5187
H3 0.3773 -1.6953 1.3288
H4 -2.5184 1.2741 -0.1110
H5 1.3168 2.4060 0.7167
H6 3.1296 1.6805 -0.7510
H7 -1.7900 -0.8572 1.0049
H8 3.4465 -0.7676 -1.1586
H9 -3.7672 -0.0048 -0.1256
H10 -0.1116 0.7183 1.6835
H11 -2.7222 0.4112 -1.4034